## A
Below is one molecule with the formula C6H14N2, with properties calculated with ωB97M-V/def2-TZVPD.

SMILES: CN/C=C/C[C@H](C)N
Frontier orbital gap, eV: 9.4
LUMO energy, eV: 1.1

CARTESIAN COORDINATES (ANGSTROEM)
C (1.02, 2.28, 1.61)
N (1.97, 1.77, 0.55)
C (1.27, 0.97, -0.34)
C (1.32, -0.35, -0.51)
C (0.37, -1.21, -1.23)
C (-1.11, -0.94, -0.88)
C (-1.33, -0.49, 0.65)
N (-2.13, -1.98, -1.14)
H (1.64, 3.02, 2.21)
H (0.38, 1.48, 2.06)
H (0.26, 2.82, 0.99)
H (2.71, 1.30, 1.11)
H (0.78, 1.70, -1.04)
H (2.02, -0.98, 0.01)
H (0.47, -1.13, -2.31)
H (0.44, -2.29, -0.97)
H (-1.53, -0.03, -1.37)
H (-2.33, -0.13, 0.78)
H (-0.82, 0.46, 0.89)
H (-1.14, -1.29, 1.36)
H (-2.39, -2.52, -0.43)
H (-1.90, -2.47, -2.02)

## B
Below is one molecule with the formula C6H14N2, with properties calculated with ωB97M-V/def2-TZVPD.

SMILES: CC(C)[C@]1(N)C[C@H]1N
Frontier orbital gap, eV: 9.1
LUMO energy, eV: 1.0

CARTESIAN COORDINATES (ANGSTROEM)
C (0.42, -1.88, -0.71)
C (-0.53, -0.69, -0.65)
C (-0.80, -0.16, -2.05)
C (-0.11, 0.50, 0.33)
N (-1.12, 1.48, 0.62)
C (1.24, 1.05, 0.05)
C (0.87, 0.21, 1.43)
N (0.59, 0.66, 2.75)
H (0.57, -2.33, 0.27)
H (1.39, -1.59, -1.12)
H (-0.01, -2.65, -1.35)
H (-1.47, -1.04, -0.20)
H (0.12, 0.17, -2.52)
H (-1.27, -0.93, -2.66)
H (-1.50, 0.68, -2.03)
H (-1.93, 1.05, 1.05)
H (-1.39, 1.99, -0.21)
H (1.36, 2.13, 0.11)
H (1.95, 0.55, -0.58)
H (1.46, -0.70, 1.46)
H (0.06, -0.03, 3.28)
H (0.08, 1.54, 2.74)

Which of them is most stable, and which least? Most stable: B; least stable: A.

## A
Below is one molecule with the formula C6H14N2, with properties calculated with ωB97M-V/def2-TZVPD.

Frontier orbital gap, eV: 7.2
LUMO energy, eV: 0.8

CARTESIAN COORDINATES (ANGSTROEM)
C (-0.53, -0.92, -0.33)
C (-0.15, -2.38, -0.21)
C (1.13, -0.39, 1.57)
C (-1.09, 1.83, -0.67)
C (0.03, 0.03, 0.63)
C (-0.31, 1.37, 0.45)
N (-0.09, -0.40, -1.84)
N (0.35, 2.35, 1.20)
H (-1.61, -0.82, -0.44)
H (0.91, -0.49, -1.93)
H (-0.55, -0.89, -2.60)
H (1.28, 2.15, 1.51)
H (0.25, 3.30, 0.85)
H (-0.60, -2.97, -1.01)
H (-0.52, -2.77, 0.74)
H (0.93, -2.53, -0.23)
H (1.16, 0.24, 2.46)
H (0.99, -1.40, 1.94)
H (2.14, -0.36, 1.12)
H (-1.17, 2.91, -0.78)
H (-2.08, 1.37, -0.76)
H (-0.46, 0.77, -1.68)

## B
Below is a 2-piece molecular cluster, C6H14N2 overall, with properties calculated with ωB97M-V/def2-TZVPD.

SMILES: CCC#N.CCNC
Frontier orbital gap, eV: 9.0
LUMO energy, eV: 0.9

CARTESIAN COORDINATES (ANGSTROEM)
C (1.87, 0.41, -2.30)
C (1.07, 1.33, -1.38)
C (-0.27, 0.78, -1.08)
N (-1.43, 0.84, -1.31)
H (1.38, 0.31, -3.26)
H (1.97, -0.59, -1.86)
H (2.88, 0.80, -2.45)
H (0.94, 2.32, -1.84)
H (1.60, 1.47, -0.43)
C (-2.28, -0.03, 1.57)
C (-1.58, -1.09, 0.76)
N (0.02, -0.66, 0.36)
C (0.92, -0.48, 1.49)
H (-1.69, 0.27, 2.44)
H (-2.49, 0.85, 0.98)
H (-3.23, -0.43, 1.95)
H (-2.12, -1.36, -0.14)
H (-1.40, -2.00, 1.35)
H (0.36, -1.44, -0.20)
H (1.96, -0.39, 1.16)
H (0.88, -1.33, 2.19)
H (0.64, 0.42, 2.03)

Which of them is most stable, and which least? Most stable: B; least stable: A.

## A
Below is one molecule with the formula C6H14N2, with properties calculated with ωB97M-V/def2-TZVPD.

Frontier orbital gap (spin up / spin down), eV: 8.2 / 8.2
LUMO energy (spin up / spin down), eV: 0.3 / 0.3

CARTESIAN COORDINATES (ANGSTROEM)
C (-0.75, 0.15, 0.02)
C (0.52, -0.65, 0.37)
C (-0.57, 1.61, 0.45)
C (-1.91, -0.50, 0.79)
C (-1.03, 0.08, -1.49)
N (0.61, -1.97, -0.17)
C (2.83, 0.35, 0.03)
N (1.75, -0.15, -0.44)
H (0.74, -0.53, 1.44)
H (1.62, -1.15, -1.02)
H (1.14, -2.55, 0.47)
H (-0.36, 1.68, 1.52)
H (0.24, 2.09, -0.09)
H (-1.49, 2.18, 0.26)
H (-2.01, -1.55, 0.52)
H (-2.84, 0.02, 0.57)
H (-1.74, -0.44, 1.87)
H (-1.13, -0.96, -1.81)
H (-0.23, 0.55, -2.07)
H (-1.96, 0.61, -1.72)
H (3.75, 0.28, -0.53)
H (2.84, 0.83, 1.01)

## B
Below is one molecule with the formula C6H14N2, with properties calculated with ωB97M-V/def2-TZVPD.

SMILES: C=CC[C@H](CN)NC
Frontier orbital gap, eV: 9.4
LUMO energy, eV: 1.1

CARTESIAN COORDINATES (ANGSTROEM)
C (0.65, -2.46, -1.67)
C (1.29, -1.33, -1.49)
C (0.78, -0.03, -1.35)
C (-0.14, 0.21, -0.08)
C (-1.01, 1.43, -0.44)
N (-2.25, 1.21, 0.39)
N (0.81, 0.30, 1.07)
C (0.35, -0.07, 2.46)
H (1.16, -3.42, -1.94)
H (-0.43, -2.51, -1.50)
H (2.37, -1.36, -1.46)
H (0.34, 0.45, -2.15)
H (1.63, 0.71, -1.15)
H (-0.76, -0.61, -0.10)
H (-1.23, 1.46, -1.54)
H (-0.62, 2.49, -0.16)
H (-2.17, 1.17, 1.34)
H (-3.00, 1.82, 0.06)
H (1.50, 0.99, 1.11)
H (-0.35, 0.62, 2.84)
H (-0.20, -0.93, 2.55)
H (1.27, -0.16, 3.20)

Which of them is most stable, and which least? Most stable: A; least stable: B.

## A
Below is one molecule with the formula C6H14N2, with properties calculated with ωB97M-V/def2-TZVPD.

SMILES: [H]/N=C(/C)C(C)(C)NC
Frontier orbital gap, eV: 9.8
LUMO energy, eV: 0.8

CARTESIAN COORDINATES (ANGSTROEM)
H (0.62, -0.79, 2.15)
N (1.33, -0.58, 1.45)
C (0.85, 0.05, 0.42)
C (1.69, 1.13, -0.27)
C (-0.72, 0.12, 0.08)
C (-1.17, 1.49, -0.44)
C (-1.58, -0.27, 1.28)
N (-0.74, -0.87, -0.96)
C (0.93, -1.57, -1.11)
H (2.75, 0.86, -0.18)
H (1.45, 1.20, -1.33)
H (1.50, 2.08, 0.22)
H (-2.25, 1.49, -0.62)
H (-0.70, 1.75, -1.39)
H (-0.95, 2.28, 0.29)
H (-1.35, -1.27, 1.64)
H (-2.64, -0.26, 1.01)
H (-1.44, 0.43, 2.12)
H (-1.22, -1.70, -0.63)
H (0.78, -1.90, -2.14)
H (1.97, -1.26, -1.17)
H (0.88, -2.43, -0.43)

## B
Below is a 2-piece molecular cluster, C6H14N2 overall, with properties calculated with ωB97M-V/def2-TZVPD.

SMILES: [H]/N=C\C(C)(C)N.C=C
Frontier orbital gap, eV: 10.4
LUMO energy, eV: 1.0

CARTESIAN COORDINATES (ANGSTROEM)
H (-1.21, 1.32, 1.53)
N (-1.67, 0.41, 1.57)
C (-1.53, -0.26, 0.52)
C (-0.73, 0.10, -0.71)
C (0.24, -1.14, -1.05)
C (-1.68, 0.30, -1.89)
N (-0.02, 1.33, -0.46)
H (-2.02, -1.23, 0.48)
H (0.88, -1.48, -0.24)
H (0.85, -0.87, -1.91)
H (-0.39, -1.98, -1.30)
H (-2.29, 1.19, -1.73)
H (-1.12, 0.44, -2.81)
H (-2.34, -0.55, -2.00)
H (0.73, 1.19, 0.22)
H (0.41, 1.68, -1.32)
C (1.87, -0.72, 1.83)
C (2.08, 0.58, 1.85)
H (1.03, -1.17, 2.33)
H (2.55, -1.40, 1.32)
H (2.95, 1.03, 1.39)
H (1.42, 1.25, 2.37)

Which of them is most stable, and which least? Most stable: B; least stable: A.